1.
ORCA calculation (ωB97M-V with the def2-TZVPD basis set) on FeH32O20S as an isolated structure.

```
54
FeH32O20S (ωB97M-V with the def2-TZVPD basis set)
Fe -0.8463 -1.8103 -2.3433
S 0.5060 0.1241 -0.0485
O -0.4190 1.2457 -0.2587
O -0.0202 -0.7983 -1.0374
O 1.8756 0.3921 -0.2627
O 0.2046 -0.4050 1.2624
O 0.1549 2.5003 -2.3106
H -0.2538 3.3448 -2.3230
H -0.1375 2.0877 -1.5066
O -0.4361 1.0108 3.3726
H -0.4225 0.2892 2.7634
H 0.2551 1.6041 3.0542
O -2.7665 1.1569 -1.1697
H -3.4615 0.5624 -0.8344
H -1.8975 1.0752 -0.6832
O 0.8061 -1.7018 3.4310
H 0.5232 -1.3053 2.5732
H 1.5236 -1.0947 3.6678
O 1.7250 2.5915 2.4723
H 2.3696 1.9834 2.0746
H 1.2221 2.9084 1.6983
O 3.3374 2.3344 -1.1338
H 2.8337 1.5639 -0.8065
H 4.0149 2.4697 -0.5142
O -2.3821 -1.0146 1.4034
H -1.4023 -1.0683 1.4500
H -2.6573 -1.7792 1.8739
O 4.0203 -0.6401 -1.2614
H 3.2186 -0.2113 -0.9112
H 3.9758 -0.4108 -2.2072
O -0.1066 -3.6149 -1.6740
H 0.3810 -4.3045 -2.1341
H -0.1038 -3.9578 -0.7628
O -1.1956 3.3127 1.1437
H -1.2425 4.1360 0.6550
H -0.8492 2.6580 0.5915
O 0.7346 -1.7020 -3.5426
H 1.1869 -0.8786 -3.8020
H 0.9852 -2.3618 -4.1568
O -3.2083 1.7469 1.9188
H -2.3619 2.2065 1.6351
H -2.9845 0.8900 1.5085
O -1.4921 -0.0116 -3.2035
H -2.0230 0.1525 -3.9534
H -1.6855 0.6947 -2.5640
O 3.5049 0.6990 1.6908
H 2.8909 0.4296 0.9979
H 3.3547 0.0396 2.3702
O -1.0959 -3.6415 1.0142
H -1.3133 -4.5005 1.4366
H -0.5593 -3.2254 1.6410
O -2.4517 -1.9130 -1.0249
H -2.5302 -1.4435 -0.1900
H -3.2989 -2.4154 -1.0801
```

Calculated values
**LUMO energy (alpha / beta)**: -5.470 / -8.772 eV
**Orbital gap (alpha / beta)**: 6.2 / 2.8 eV
**Total charge**: +1
**HOMO energy (alpha / beta)**: -11.625 / -11.598 eV
**Multiplicity**: 6

Per-atom Mulliken charges, elementary charge units:
1. Fe 0.495
2. S -0.781
3. O -0.055
4. O 0.900
5. O -1.016
6. O -0.328
7. O -0.690
8. H 0.304
9. H 0.310
10. O -0.674
11. H 0.387
12. H 0.459
13. O -0.649
14. H 0.358
15. H 0.196
16. O -0.736
17. H 0.510
18. H 0.324
19. O -0.770
20. H 0.500
21. H 0.313
22. O -0.646
23. H 0.638
24. H 0.312
25. O -0.568
26. H 0.333
27. H 0.412
28. O -0.657
29. H 0.668
30. H 0.288
31. O -0.437
32. H 0.341
33. H 0.298
34. O -0.602
35. H 0.294
36. H 0.377
37. O -0.440
38. H 0.332
39. H 0.305
40. O -0.690
41. H 0.493
42. H 0.208
43. O -0.424
44. H 0.260
45. H 0.407
46. O -0.710
47. H 0.386
48. H 0.334
49. O -0.590
50. H 0.291
51. H 0.292
52. O -0.481
53. H 0.319
54. H 0.303


2.
ORCA calculation (ωB97M-V with the def2-TZVPD basis set) on the molecule C3H2FIN2.

```
9
C3H2FIN2 (ωB97M-V with the def2-TZVPD basis set)
F 2.0397 0.5496 0.8357
C 0.8442 0.2290 0.3440
C 0.2328 0.7587 -0.7696
N -0.9550 0.1238 -0.8650
N -1.1396 -0.7641 0.1011
C -0.0580 -0.7211 0.8531
I 0.1496 -1.9395 2.5219
H 0.5581 1.5087 -1.4595
H -1.6718 0.2549 -1.5617
```

Calculated values
**LUMO energy**: 0.498 eV
**Orbital gap**: 9.7 eV
**HOMO energy**: -9.156 eV
**Structure (SMILES)**: Fc1c[nH]nc1I
**Relative energy (zero: lowest compared OMol25 entry of this formula, charge and spin)**: 34.2 kJ/mol
**Multiplicity**: 1

Per-atom Mulliken charges, elementary charge units:
1. F -0.283
2. C 0.750
3. C -0.611
4. N 0.269
5. N -0.749
6. C -0.156
7. I 0.120
8. H 0.438
9. H 0.222


3.
ORCA calculation (ωB97M-V with the def2-TZVPD basis set) on C13H26CeCl2O6 as an isolated structure.

```
48
C13H26CeCl2O6 (ωB97M-V with the def2-TZVPD basis set)
Ce -0.1954 -0.4803 -0.1339
C -2.2040 2.1840 -1.1694
C -2.4347 1.1990 -2.3415
O -1.4546 0.0614 -2.2407
C -0.5124 -0.0945 -3.3956
C 0.8007 0.6916 -3.3536
O 1.1453 0.8527 -1.9957
C 2.5052 1.0925 -1.7114
C 2.5870 1.1667 -0.1998
O 2.2213 -0.1076 0.2934
C 2.6695 -0.3261 1.6505
C 2.3267 -1.7642 2.0845
O 0.8967 -1.8959 1.9137
C -0.0319 -2.0328 3.0312
C -0.6613 -0.7152 3.3102
O -1.0151 0.1099 2.1078
C -2.0658 1.1653 2.3478
C -1.8891 2.2201 1.2663
O -1.9060 1.4584 0.0596
H -2.9536 2.9713 -1.0167
H -1.2343 2.6671 -1.4636
H -2.3072 1.6958 -3.2832
H -3.4656 0.6899 -2.2499
H -1.1454 0.2147 -4.2438
H -0.2772 -1.1396 -3.4158
H 0.7425 1.7425 -3.8504
H 1.5865 0.0852 -3.8735
H 2.7726 2.0689 -2.0815
H 3.1659 0.4010 -2.1675
H 1.9948 1.9687 0.2411
H 3.6944 1.3210 -0.0560
H 2.2132 0.3789 2.3399
H 3.7442 -0.2130 1.7798
H 2.6620 -1.8131 3.1455
H 2.7876 -2.5099 1.4809
H 0.4860 -2.4111 3.9528
H -0.8168 -2.7860 2.7924
H 0.0975 -0.1024 3.8556
H -1.5160 -0.9312 3.9179
H -1.9640 1.5774 3.3788
H -2.9824 0.6096 2.2120
H -0.9552 2.8351 1.4352
H -2.7114 2.8496 1.2653
Cl 0.8747 -2.9416 -1.0795
C -0.9259 -3.5537 -1.2857
Cl -1.9841 -2.5711 -0.0779
H -1.0354 -4.5368 -0.8917
H -1.3296 -3.3524 -2.2839
```

Calculated values
**LUMO energy (alpha / beta)**: -17.756 / -17.750 eV
**Orbital gap (alpha / beta)**: 6.0 / 6.0 eV
**Total charge**: +4
**HOMO energy (alpha / beta)**: -23.780 / -23.780 eV
**Multiplicity**: 1

Per-atom Mulliken charges, elementary charge units:
1. Ce 1.148
2. C -0.550
3. C -0.522
4. O -0.217
5. C -0.630
6. C -0.445
7. O -0.023
8. C -0.640
9. C -0.643
10. O -0.145
11. C -0.591
12. C -0.570
13. O -0.190
14. C -0.719
15. C -0.520
16. O 0.080
17. C -0.498
18. C -0.620
19. O -0.187
20. H 0.481
21. H 0.193
22. H 0.585
23. H 0.295
24. H 0.541
25. H 0.256
26. H 0.329
27. H 0.426
28. H 0.451
29. H 0.498
30. H 0.319
31. H 0.540
32. H 0.303
33. H 0.494
34. H 0.503
35. H 0.272
36. H 0.430
37. H 0.315
38. H 0.361
39. H 0.569
40. H 0.484
41. H 0.332
42. H 0.251
43. H 0.562
44. Cl 0.023
45. C -0.219
46. Cl -0.008
47. H 0.483
48. H 0.412


4.
ORCA calculation (ωB97M-V with the def2-TZVPD basis set) on a 3-piece molecular cluster, C17H36B3F3O7 overall.

```
66
C17H36B3F3O7 (ωB97M-V with the def2-TZVPD basis set)
C 1.5829 -5.2287 2.3744
O 0.5942 -6.1911 1.9899
C 1.0734 -7.0705 0.9529
B 1.1728 -6.3254 -0.5033
O 2.4794 -6.3602 -1.1451
B 2.7496 -4.9684 -1.4902
C 4.0541 -4.1493 -0.9994
C 3.7401 -2.6736 -0.4652
C 3.8253 -2.5874 1.1450
O 2.6616 -1.8617 1.6085
O 1.7259 -4.3545 -2.3258
B 0.5647 -4.3438 -1.4440
C 0.0317 -2.9140 -0.9186
C -1.5730 -2.8776 -0.7795
C -1.9252 -3.1203 0.7395
F -1.6829 -4.3945 1.2632
C -2.4647 -2.1664 1.6147
F -3.4503 -2.6336 2.5099
F -2.0470 -0.8400 1.6336
O 0.0353 -5.6335 -1.0935
H 1.7607 -4.4007 1.6167
H 2.5860 -5.6715 2.6673
H 1.1746 -4.7141 3.3129
H 2.0470 -7.6033 1.2072
H 0.2870 -7.9004 0.8465
H 4.4977 -4.7300 -0.1147
H 4.8752 -4.0931 -1.7838
H 4.4950 -1.9174 -0.8734
H 2.7181 -2.2777 -0.7450
H 3.9197 -3.6212 1.6259
H 4.7476 -1.9968 1.4615
H 2.6066 -1.8824 2.5837
H 0.4324 -2.0761 -1.5894
H 0.5057 -2.7126 0.1087
H -1.9815 -3.7465 -1.3832
H -1.9122 -1.8626 -1.1616
C -1.4165 2.1029 0.2431
C -0.1539 1.9279 1.0699
O 0.6789 3.0783 1.0780
C 0.1154 4.2561 1.6330
C -0.2568 4.1159 3.0988
H -1.1762 2.4652 -0.7594
H -1.9514 1.1550 0.1585
H -2.0944 2.8287 0.6987
H 0.4414 1.1214 0.6342
H -0.3907 1.6207 2.0941
H -0.7427 4.5855 1.0372
H 0.8763 5.0347 1.5386
H -1.0906 3.4230 3.2349
H -0.5555 5.0824 3.5110
H 0.5868 3.7291 3.6755
C -3.7146 6.5886 -3.8468
C -3.8073 5.9280 -2.4823
O -2.6726 5.1387 -2.1590
C -1.4320 5.8242 -2.0778
C -1.4010 6.8923 -0.9985
H -3.4708 5.8528 -4.6167
H -4.6612 7.0694 -4.1030
H -2.9354 7.3542 -3.8678
H -4.6633 5.2488 -2.4784
H -3.9941 6.6682 -1.6970
H -1.1613 6.2417 -3.0535
H -0.6790 5.0675 -1.8442
H -2.0637 7.7264 -1.2418
H -0.3906 7.2912 -0.8850
H -1.7307 6.4820 -0.0410
```

Calculated values
**LUMO energy**: 0.382 eV
**Orbital gap**: 9.4 eV
**HOMO energy**: -9.010 eV
**Structure (SMILES)**: COCB1OB(CCCO)OB(CCC(F)=C(F)F)O1.CCOCC.CCOCC
**Multiplicity**: 1

Per-atom Mulliken charges, elementary charge units:
1. C -0.241
2. O -0.338
3. C -0.393
4. B 0.548
5. O -0.387
6. B 0.263
7. C -0.625
8. C 0.004
9. C -0.525
10. O -0.454
11. O -0.318
12. B 0.269
13. C -0.412
14. C -0.333
15. C 0.357
16. F -0.253
17. C -0.112
18. F -0.235
19. F -0.084
20. O -0.347
21. H -0.164
22. H 0.336
23. H 0.302
24. H 0.214
25. H 0.210
26. H 0.265
27. H 0.279
28. H 0.361
29. H -0.036
30. H 0.258
31. H 0.305
32. H 0.262
33. H 0.308
34. H 0.157
35. H 0.256
36. H 0.306
37. C -0.948
38. C -0.189
39. O -0.460
40. C 0.177
41. C -1.185
42. H 0.250
43. H 0.355
44. H 0.263
45. H 0.257
46. H 0.253
47. H -0.164
48. H 0.392
49. H 0.267
50. H 0.433
51. H 0.282
52. C -1.045
53. C -0.326
54. O -0.386
55. C -0.290
56. C -1.191
57. H 0.290
58. H 0.389
59. H 0.260
60. H 0.318
61. H 0.305
62. H 0.312
63. H 0.328
64. H 0.353
65. H 0.393
66. H 0.302


no.,DFT total energy (eV),F_max (hartree/bohr)
1,-86683.3262,0.12370
2,-16940.6739,0.01548
3,-64114.9769,0.06464
4,-42727.8752,0.06841